# 1
Computed, not measured: C35H43ClMnNO5PS as an isolated structure, with the ωB97M-V functional and the def2-TZVPD basis.

```
! RIJCOSX wB97M-V def2-TZVPD def2/J DEFGRID3
* xyz 2 6
C -5.3423 0.5711 -3.8004
C -5.8621 -0.8293 -3.3831
C -5.1325 -2.0224 -4.0461
C -3.5958 -2.0088 -3.9257
C -3.0780 -2.4942 -2.5284
C -1.5234 -2.6102 -2.6229
C -0.7086 -1.8711 -1.5596
C 0.3497 -2.6008 -0.9897
C 1.2019 -2.0633 -0.0414
C 2.3539 -2.8647 0.5367
C 1.8759 -3.7730 1.7236
C 2.4703 -3.3135 3.1153
C 1.3942 -2.7548 4.0661
S 2.0469 -1.6257 5.3441
O 1.4529 -0.3373 5.2074
O 1.8140 -2.1617 6.6366
Cl 4.0992 -1.3723 5.0653
C 1.0173 -0.7868 0.3539
C -0.0158 -0.0084 -0.1447
C -0.9000 -0.5381 -1.0998
C -2.0334 0.3395 -1.6145
C -3.1249 0.4096 -0.5182
C -4.0638 1.4237 -0.4935
C -5.0226 1.5238 0.4886
C -5.0901 0.6060 1.5399
C -6.1051 0.6915 2.6615
C -4.1624 -0.4188 1.5120
C -3.2065 -0.5187 0.5212
C -0.0400 1.4215 0.3934
O -1.0077 2.0549 0.7307
C 1.3789 2.0304 0.5286
C 1.6887 3.3276 0.1632
C 3.0078 3.7762 0.2796
C 3.9873 2.9240 0.8033
C 5.4237 3.4801 0.9157
O 5.5734 4.7310 0.3202
C 6.0455 4.6545 -1.0309
C 5.4286 5.8551 -1.7946
C 3.6454 1.6144 1.1760
P 4.8990 0.4856 1.8696
N 5.3536 -0.6879 0.7650
C 2.3564 1.1860 1.0173
C 1.9740 -0.2037 1.3286
O 2.4125 -0.8074 2.2886
H -4.3736 0.5655 -4.3204
H -6.0456 1.1194 -4.4457
H -5.2316 1.1783 -2.8929
H -6.9119 -0.8852 -3.7204
H -5.9177 -0.9524 -2.2880
H -5.4073 -2.0525 -5.1154
H -5.5094 -2.9716 -3.6274
H -3.2201 -2.7696 -4.6380
H -3.1195 -1.0634 -4.2259
H -3.4396 -1.8663 -1.7069
H -3.5111 -3.5014 -2.4193
H -1.1907 -2.2324 -3.6076
H -1.2330 -3.6704 -2.5910
H 0.5235 -3.6297 -1.3238
H 3.2027 -2.1769 0.8526
H 2.6816 -3.5539 -0.3011
H 2.1337 -4.8289 1.5506
H 0.7797 -3.7542 1.8079
H 2.9563 -4.1919 3.5669
H 3.2418 -2.5682 2.8819
H 0.7952 -3.5229 4.5707
H 0.7186 -2.1323 3.4604
H -1.6297 1.3646 -1.6770
H -2.4352 0.0302 -2.5835
H -4.0831 2.1948 -1.2694
H -5.7327 2.3507 0.4386
H -5.6703 1.0353 3.6134
H -6.5323 -0.3057 2.8478
H -6.9217 1.3835 2.4116
H -4.1790 -1.1463 2.3284
H -2.5196 -1.3646 0.6100
H 0.9186 3.9791 -0.2509
H 3.2828 4.7831 -0.0325
H 6.1791 2.7409 0.5892
H 5.6047 3.6304 2.0011
H 5.7317 3.7164 -1.5239
H 7.1440 4.6992 -1.1100
H 6.1084 6.2667 -2.5490
H 4.4461 5.5874 -2.2095
H 5.2482 6.6540 -1.0562
H 4.3410 -0.1035 3.0274
H 5.9877 1.2920 2.2499
H 5.1512 -1.5950 1.2035
Mn 4.4030 -2.1648 -0.2846
*
```

Calculated values
frontier orbital gap (spin up / spin down) = 3.8474 / 3.2131 eV
E_LUMO (spin up / spin down) = -8.7 / -9.4 eV
largest force on an atom = 2.9 eV/A
<S²> = 8.76


# 2
Computed, not measured: C35H43ClNO2SSiSnTe as an isolated structure, with the ωB97M-V functional and the def2-TZVPD basis.

```
! RIJCOSX wB97M-V def2-TZVPD def2/J DEFGRID3
* xyz 1 1
Sn -0.2723 -0.2873 0.2850
C -1.1530 -2.1223 4.6971
C -2.1306 -2.2422 3.5326
C -3.3632 -3.0456 3.9545
C -2.5114 -0.9047 2.9193
C -3.4157 -0.8547 1.8604
C -3.6921 0.3332 1.1951
C -3.0902 1.5293 1.5776
C -3.4008 2.8252 0.8775
C -2.2082 1.4877 2.6539
C -1.9225 0.2958 3.3087
H -0.9392 -3.1111 5.1030
H -1.5719 -1.5159 5.5039
H -0.2039 -1.6824 4.3872
H -1.6152 -2.7993 2.7389
H -3.9404 -2.4962 4.7013
H -3.0617 -3.9969 4.3947
H -4.0259 -3.2670 3.1178
H -3.9107 -1.7612 1.5311
H -4.4029 0.3335 0.3752
H -2.4876 3.3440 0.5775
H -3.9520 3.5008 1.5341
H -4.0067 2.6592 -0.0134
H -1.7332 2.4037 2.9889
H -1.2117 0.3111 4.1235
C -0.2606 1.3239 -1.2654
Si -0.5480 0.6464 -2.9523
C -1.1426 -1.1447 -2.7304
N -0.5807 -1.8704 -1.5669
C 0.7204 -2.5009 -1.8940
C 0.6147 -3.7704 -2.7319
C -0.3788 -4.7776 -2.1142
C -0.9414 -4.2466 -0.7990
C -1.5637 -2.8810 -1.0348
C 0.9806 0.8407 -4.0959
C 1.6014 2.1154 -4.1911
C 2.3889 2.4633 -5.3072
C 2.5822 1.5525 -6.3082
C 1.9862 0.2736 -6.2348
C 1.2082 -0.0711 -5.1660
C -1.8821 1.5201 -3.9270
C -2.0736 2.8928 -3.7436
C -3.0256 3.5888 -4.4730
C -3.8100 2.9185 -5.4023
C -3.6376 1.5561 -5.5982
C -2.6804 0.8660 -4.8674
H -1.1250 1.9502 -1.0165
H 0.6278 1.9473 -1.1324
H -1.1164 -1.7718 -3.6298
H -2.2080 -0.9826 -2.5248
H 1.2271 -2.7264 -0.9546
H 1.3312 -1.7530 -2.3966
H 1.6172 -4.1988 -2.7882
H 0.3349 -3.5313 -3.7605
H 0.0912 -5.7500 -1.9714
H -1.2159 -4.9370 -2.7984
H -0.1726 -4.1931 -0.0240
H -1.7164 -4.9117 -0.4162
H -2.0074 -2.4878 -0.1166
H -2.3702 -2.9915 -1.7642
H 1.3393 2.8872 -3.4758
H 2.8315 3.4492 -5.3595
H 3.1817 1.8118 -7.1710
H 2.1367 -0.4299 -7.0435
H 0.7444 -1.0506 -5.1319
H -1.4806 3.4300 -3.0088
H -3.1610 4.6508 -4.3136
H -4.5568 3.4577 -5.9703
H -4.2497 1.0299 -6.3194
H -2.5652 -0.1994 -5.0413
Cl 4.8336 -0.3628 -0.4612
C 4.0220 -1.2557 0.8709
C 2.4984 -1.1704 0.9243
O 1.9582 -1.8414 1.7812
O 1.9078 -0.3820 0.0812
H 4.4319 -0.8730 1.8006
H 4.3063 -2.2972 0.7578
Te 2.8918 0.6763 -2.4417
C 4.4053 0.2934 -3.7735
C 5.4002 1.1536 -4.1756
C 6.3324 0.5416 -5.0411
C 6.0331 -0.7724 -5.2792
S 4.6504 -1.2750 -4.4315
H 5.4523 2.1854 -3.8564
H 7.1863 1.0453 -5.4694
H 6.5778 -1.4682 -5.8985
*
```

Calculated values
frontier orbital gap = 6.3408 eV
E_LUMO = -3.9 eV
largest force on an atom = 0.3 eV/A
relative energy (zero: lowest compared OMol25 entry of this formula, charge and spin) = 81.11 kJ/mol


# 3
Computed, not measured: C35H43ClP2Si2Zn as an isolated structure, with the ωB97M-V functional and the def2-TZVPD basis.

```
! RIJCOSX wB97M-V def2-TZVPD def2/J DEFGRID3
* xyz 0 1
C 3.9502 0.4697 3.1807
C 3.7075 0.2786 1.7943
C 2.9302 1.3903 1.3117
H 4.1522 -0.4799 1.1487
C 2.8130 2.3515 2.4064
C 3.3706 1.7075 3.5727
H 3.4591 2.1538 4.5653
H 4.6019 -0.1529 3.8013
H 2.6655 1.5970 0.2761
H 2.6191 3.4342 2.2420
Zn 1.1318 0.8356 2.3196
Si -1.3170 1.7908 -3.1531
C -2.1907 0.4324 -4.3617
C -3.4886 -0.0909 -4.2029
H -4.1702 0.3297 -3.4507
C -3.9406 -1.1478 -5.0217
H -4.9421 -1.5539 -4.8841
C -3.1248 -1.6754 -6.0325
H -3.4833 -2.4855 -6.6840
C -1.8736 -1.0913 -6.2430
H -1.2464 -1.4469 -7.0639
C -1.4145 -0.0445 -5.4279
H -0.4447 0.4202 -5.6384
C -2.8120 2.9327 -2.9926
C -3.2184 3.6388 -4.1449
H -2.6937 3.4700 -5.0908
C -4.2588 4.5722 -4.0846
H -4.5494 5.1106 -4.9866
C -4.8961 4.8663 -2.8745
H -5.6780 5.6352 -2.8279
C -4.4994 4.1737 -1.7297
H -4.9537 4.4343 -0.7773
C -3.4942 3.1963 -1.7938
H -3.2257 2.6603 -0.8825
H -0.3811 2.4714 -4.1241
Si -1.2672 -0.5022 -1.2090
C -0.6945 1.4085 -0.9791
C 0.5596 1.9866 -1.4535
H 1.2309 1.4893 -2.1813
C 0.9751 3.2450 -0.9950
H 1.7311 3.8042 -1.5455
C 0.3626 3.8545 0.0990
H 0.6679 4.8466 0.4529
C -0.6904 3.1931 0.7461
H -1.2117 3.6229 1.5991
C -1.1374 1.9666 0.2768
H -1.8436 1.3862 0.8925
C 0.0831 -1.2977 -2.1863
C 1.4544 -0.9966 -1.9746
H 1.7608 -0.3498 -1.1436
C 2.4579 -1.5543 -2.7732
H 3.4915 -1.2371 -2.6302
C 2.1472 -2.5169 -3.7310
H 2.9370 -2.9850 -4.3182
C 0.8160 -2.9066 -3.8789
H 0.5519 -3.6886 -4.5942
C -0.2014 -2.3045 -3.1259
H -1.2325 -2.6664 -3.2615
H -2.4606 -1.2110 -0.7193
Cl -0.0696 -0.7143 0.8853
C -1.2635 -0.3505 4.6752
P 0.5168 -0.6363 4.2682
C 1.3595 -0.3486 5.8519
C 0.6084 -2.4803 4.0739
C 1.5686 -2.9735 2.9841
P 2.7759 -4.3318 3.4175
C 1.7030 -5.4704 4.4028
C 3.6998 -3.4692 4.7613
H -1.3939 0.6767 5.0672
H -1.6408 -1.0718 5.4238
H -1.8503 -0.4551 3.7456
H 2.4048 -0.6398 5.7728
H 1.3371 0.7135 6.0946
H 0.9074 -0.8990 6.6820
H 0.8524 -2.8891 5.0630
H -0.4127 -2.8111 3.8173
H 0.9771 -3.3769 2.1509
H 2.1810 -2.1606 2.5638
H 2.1813 -5.7290 5.3433
H 0.7048 -5.0256 4.5826
H 1.5872 -6.3937 3.8195
H 4.0249 -2.4863 4.3887
H 3.0703 -3.3592 5.6540
H 4.5787 -4.0890 4.9991
*
```

Calculated values
frontier orbital gap (spin up / spin down) = 4.7252 / 4.7226 eV
E_LUMO (spin up / spin down) = -0.2 / -0.2 eV
largest force on an atom = 4.9 eV/A
relative energy (zero: lowest compared OMol25 entry of this formula, charge and spin) = 418.37 kJ/mol


# 4
Computed, not measured: a 5-piece molecular cluster, C35H43N6O14P2 overall, with the ωB97M-V functional and the def2-TZVPD basis.

```
! RIJCOSX wB97M-V def2-TZVPD def2/J DEFGRID3
* xyz 1 1
C 0.8472 -2.5424 -3.6401
C -0.1561 -1.8523 -3.0603
C -1.4733 -1.6540 -3.7599
C -2.1737 -0.3239 -3.4152
C -3.7090 -0.6269 -3.4163
C -4.6992 0.4701 -3.8768
C -5.5784 -0.1801 -4.9784
O -4.7540 -0.6316 -6.0584
N -5.0537 0.0388 -7.2641
O -4.2086 -0.1220 -8.0395
P -5.8717 0.9818 -2.5242
O -5.6112 2.3697 -2.1129
O -7.3862 0.8239 -3.0239
O -5.7774 -0.0466 -1.3385
C -4.0203 1.7694 -4.3399
P -5.0326 3.0018 -5.2723
O -4.2322 4.2046 -5.5608
N -2.8077 1.4385 -5.1440
C -1.7169 0.9042 -4.2408
C -0.4353 0.7771 -5.0684
C 0.8292 1.1920 -4.2952
H 1.8823 -2.2851 -3.4575
H 0.5920 -3.3512 -4.3175
H 0.0116 -1.4341 -2.0769
H -1.3825 -1.8001 -4.8320
H -2.1454 -2.4547 -3.4247
H -1.9086 -0.1060 -2.3828
H -3.9418 -0.9669 -2.4117
H -3.8458 -1.4995 -4.0483
H -6.0323 -1.0600 -4.5292
H -6.3549 0.4678 -5.3785
H -7.5141 1.4538 -3.7437
H -5.4269 0.4461 -0.5734
H -3.6635 2.3211 -3.4708
H -5.3833 2.3414 -6.4677
H -6.2315 3.2045 -4.5682
H -2.9943 0.8448 -5.9555
H -2.4517 2.3275 -5.5146
H -1.5291 1.7197 -3.5441
H -0.5063 1.5292 -5.8639
H -0.3335 -0.1755 -5.5809
H 1.1147 0.5307 -3.4815
H 1.6306 1.2833 -5.0228
H 0.6261 2.1725 -3.8648
C 4.0364 -1.0484 2.5257
C 3.5033 -1.7743 1.4658
C 2.8319 -1.1227 0.4467
C 2.7083 0.2566 0.5067
C 3.2276 0.9927 1.5562
C 3.8967 0.3303 2.5721
N 2.0179 0.9566 -0.5776
O 1.5478 0.2851 -1.4890
O 1.9415 2.1624 -0.5303
H 4.5648 -1.5581 3.3200
H 3.6141 -2.8495 1.4341
H 2.4168 -1.6835 -0.3779
H 3.1200 2.0666 1.5867
H 4.3126 0.8865 3.3918
C -6.7532 -3.1122 4.1191
C -6.6575 -3.0359 2.7357
C -5.8168 -2.1055 2.1488
C -5.0795 -1.2648 2.9637
C -5.1664 -1.3218 4.3428
C -6.0117 -2.2540 4.9203
N -4.1698 -0.2892 2.3505
O -4.1220 -0.2423 1.1286
O -3.5130 0.4122 3.0789
H -7.4074 -3.8435 4.5743
H -7.2369 -3.7042 2.1142
H -5.7398 -2.0433 1.0735
H -4.5861 -0.6542 4.9619
H -6.0901 -2.3134 5.9967
C 9.5319 -1.9896 0.0009
C 8.4170 -1.4047 -0.5851
C 7.6712 -0.4730 0.1180
C 8.0602 -0.1390 1.4020
C 9.1629 -0.7151 2.0046
C 9.9015 -1.6478 1.2949
N 7.2841 0.8644 2.1440
O 6.3067 1.3370 1.5989
O 7.6579 1.1587 3.2594
H 10.1153 -2.7131 -0.5529
H 8.1301 -1.6730 -1.5924
H 6.8031 -0.0150 -0.3323
H 9.4473 -0.4436 3.0101
H 10.7681 -2.1059 1.7506
C 2.7348 2.7565 9.2283
C 1.8916 1.6942 8.9292
C 2.1911 0.8449 7.8772
C 3.3393 1.0747 7.1416
C 4.1879 2.1304 7.4200
C 3.8786 2.9760 8.4724
N 3.6744 0.1651 6.0387
O 2.9084 -0.7436 5.7951
O 4.7057 0.3742 5.4288
H 2.5001 3.4148 10.0541
H 1.0010 1.5258 9.5184
H 1.5392 0.0175 7.6405
H 5.0780 2.2948 6.8308
H 4.5324 3.8048 8.7052
*
```

Calculated values
frontier orbital gap = 7.8012 eV
E_LUMO = -3.4 eV
largest force on an atom = 1.6 eV/A


# 5
Computed, not measured: C35H44CsFN10O2SSe as an isolated structure, with the ωB97M-V functional and the def2-TZVPD basis.

```
! RIJCOSX wB97M-V def2-TZVPD def2/J DEFGRID3
* xyz -2 1
Cs -1.8151 -0.5271 -0.4110
C -4.5597 -4.9129 0.4683
C -3.8438 -3.6106 0.6553
N -3.6832 -2.7543 -0.2820
N -4.0821 -3.0908 -1.5362
C -4.1335 -2.1375 -2.5803
N -3.9259 -2.6705 -3.7478
S -4.5323 -0.4900 -2.2125
C -3.1813 -3.2881 1.9691
C -3.6060 -3.8710 3.1546
C -2.8647 -3.6537 4.3080
C -1.7425 -2.8541 4.2488
C -1.4139 -2.2836 3.0256
N -2.1139 -2.4806 1.9157
H -5.3386 -4.8115 -0.2885
H -5.0266 -5.2548 1.3905
H -3.8746 -5.7055 0.1513
H -4.0527 -4.0585 -1.8284
H -2.1573 -2.9769 -3.9809
H -4.1172 -1.9257 -4.4203
H -4.4769 -4.5099 3.1786
H -3.1369 -4.1451 5.2342
H -1.0918 -2.7439 5.1013
H -0.5312 -1.6600 2.9291
C -0.0001 1.1601 -3.7062
C 0.9603 2.3244 -3.9583
C 0.1884 3.6409 -4.0190
C 2.1520 2.3522 -3.0095
C 3.4193 2.3167 -3.5838
C 4.5732 2.2921 -2.8175
C 4.4471 2.2986 -1.4385
C 3.2043 2.3406 -0.8125
C 3.1979 2.3123 0.7133
C 2.4242 1.1470 1.3261
C 2.7796 3.6288 1.3647
C 2.0262 2.3841 -1.5979
N 0.7774 2.3120 -0.9888
C 0.1263 3.4237 -0.6750
C 0.5042 4.7852 -0.8289
C -0.3135 5.8268 -0.4035
C -1.5444 5.6098 0.2022
C -1.9599 4.2799 0.3798
C -1.1469 3.2774 -0.0499
F -1.5138 1.9632 0.1385
H -0.7767 1.1030 -4.4703
H -0.4490 1.3030 -2.7296
H 0.5244 0.2042 -3.6912
H 1.4032 2.1725 -4.9518
H -0.3549 3.8354 -3.0933
H -0.5413 3.6012 -4.8318
H 0.8528 4.4903 -4.1936
H 3.4888 2.2871 -4.6672
H 5.5497 2.2556 -3.2846
H 5.3347 2.2609 -0.8142
H 4.2513 2.1559 0.9798
H 1.3552 1.2517 1.1483
H 2.6009 1.1105 2.4016
H 2.7334 0.1896 0.9232
H 1.7292 3.8512 1.1963
H 3.3556 4.4727 0.9776
H 2.9417 3.5789 2.4464
H 1.4651 4.9983 -1.2848
H 0.0331 6.8452 -0.5466
H -2.1666 6.4298 0.5314
H -2.8995 4.0230 0.8526
C 2.6618 -1.4880 -1.8313
C 1.4292 -2.3352 -1.7536
N 1.0199 -2.9832 -0.7267
O 1.7878 -2.7401 0.4074
C 0.6600 -2.5176 -3.0226
C 1.4415 -2.5355 -4.3010
N -0.6067 -2.6664 -2.9404
O -1.1813 -2.9188 -4.1807
H 3.1752 -1.4499 -0.8821
H 2.4173 -0.4685 -2.1429
H 3.3500 -1.8883 -2.5803
H 1.4550 -3.3536 1.0993
H 2.2680 -3.2473 -4.2306
H 1.8886 -1.5553 -4.4827
H 0.8097 -2.7957 -5.1418
Se 0.8024 -5.4357 5.4824
C 0.9841 -4.7613 3.7674
N 1.1242 -4.3302 2.7027
C 0.5817 -0.8258 5.9747
N -0.0496 0.1727 5.1328
C 0.5743 0.9932 4.2271
C -0.4181 1.6907 3.6079
N -1.6480 1.3191 4.1066
C -1.3791 0.4157 5.0146
H 1.3756 -0.3672 6.5646
H 0.9900 -1.6467 5.3839
H -0.1676 -1.2294 6.6533
H 1.6404 0.9906 4.0990
H -0.3224 2.4180 2.8194
H -2.0952 -0.1392 5.5976
*
```

Calculated values
frontier orbital gap = 5.7481 eV
E_LUMO = 3.8 eV
largest force on an atom = 1.4 eV/A